# C29H62BN4O3P2S3

A cluster of 3 separate species, C29H62BN4O3P2S3 in total (ωB97M-V/def2-TZVPD, the Open Molecules 2025 dataset).

- Energy relative to the best compared isomer or geometry (same formula, charge and spin): 7.620 eV
- M: 683.80 u
- DFT total energy: -3488.45343 a.u.
- Net charge: +1
- Gap between HOMO and LUMO: 0.2798 hartree

Positions of all 104 atoms, in Å:
C (4.19, -0.82, 1.85)
C (5.28, -0.27, 0.79)
C (5.04, -0.83, -0.69)
C (3.54, -0.58, -1.19)
C (3.45, 0.93, -1.75)
C (2.41, 1.88, -0.90)
C (1.17, 2.37, -1.78)
C (-0.10, 1.32, -1.77)
P (-0.36, 0.94, -3.65)
S (-1.20, -0.79, -3.97)
N (0.43, 0.07, -1.21)
C (-0.46, -0.78, -0.40)
P (-0.35, -2.60, -1.01)
N (-0.38, -3.56, 0.28)
C (-2.00, -0.41, -0.29)
N (-2.47, 0.83, -1.00)
C (-3.77, 1.23, -0.36)
C (-4.93, 0.25, -0.98)
C (-6.00, -0.20, 0.14)
C (-5.56, -1.51, 0.96)
C (-6.04, -2.88, 0.23)
C (-4.70, -3.78, 0.03)
C (-1.44, 1.92, -1.14)
B (-1.27, 2.59, 0.36)
O (-2.09, 3.62, 0.92)
N (-0.16, 2.05, 1.26)
C (-0.75, 1.59, 2.57)
C (0.71, 3.23, 1.65)
C (-1.99, 3.13, -2.08)
C (-1.47, 4.60, -1.99)
C (-2.02, 5.74, -2.90)
C (-3.14, 5.49, -3.96)
C (-3.70, 4.05, -4.03)
C (-3.14, 2.92, -3.13)
H (4.59, -0.96, 2.90)
H (3.83, -1.83, 1.42)
H (3.26, -0.14, 1.81)
H (6.30, -0.69, 1.14)
H (5.33, 0.87, 0.73)
H (5.29, -1.94, -0.75)
H (5.80, -0.30, -1.39)
H (2.73, -0.87, -0.45)
H (3.39, -1.27, -2.11)
H (4.45, 1.45, -1.89)
H (2.97, 0.87, -2.80)
H (2.15, 1.45, 0.12)
H (3.03, 2.84, -0.68)
H (0.90, 3.42, -1.43)
H (1.58, 2.50, -2.86)
H (-0.92, 2.04, -4.37)
H (1.00, 0.82, -4.15)
H (0.90, -0.44, -1.97)
H (-0.03, -0.83, 0.67)
H (0.92, -2.76, -1.68)
H (-1.41, -2.85, -1.95)
H (0.51, -4.09, 0.32)
H (-2.28, -0.44, 0.83)
H (-2.60, -1.29, -0.75)
H (-2.71, 0.53, -1.98)
H (-3.82, 1.09, 0.77)
H (-4.12, 2.29, -0.58)
H (-5.52, 0.90, -1.73)
H (-4.50, -0.61, -1.58)
H (-6.28, 0.68, 0.84)
H (-6.98, -0.46, -0.42)
H (-4.44, -1.51, 1.18)
H (-6.14, -1.48, 1.95)
H (-6.59, -2.68, -0.76)
H (-6.74, -3.50, 0.89)
H (-4.92, -4.88, -0.16)
H (-4.12, -3.28, -0.83)
H (-4.11, -3.68, 1.02)
H (-2.91, 3.79, 0.41)
H (-1.38, 2.38, 3.10)
H (0.16, 1.38, 3.25)
H (-1.33, 0.62, 2.50)
H (1.19, 3.73, 0.74)
H (1.54, 2.81, 2.34)
H (0.12, 3.97, 2.30)
H (-0.63, 4.90, -1.27)
H (-1.59, 6.79, -2.81)
H (-3.55, 6.29, -4.65)
H (-4.52, 3.82, -4.80)
H (-3.61, 1.88, -3.27)
C (8.28, -3.29, -1.98)
S (7.15, -4.16, -0.88)
O (6.94, -3.29, 0.33)
C (8.30, -5.46, -0.41)
H (7.78, -2.40, -2.36)
H (9.18, -2.99, -1.43)
H (8.55, -3.94, -2.81)
H (9.20, -5.03, 0.04)
H (8.57, -6.05, -1.30)
H (7.81, -6.12, 0.31)
C (-1.96, -1.32, 5.12)
S (-1.06, -0.04, 6.01)
O (0.31, 0.05, 5.41)
C (-0.91, -0.95, 7.56)
H (-2.14, -0.97, 4.10)
H (-1.38, -2.24, 5.09)
H (-2.93, -1.49, 5.61)
H (-0.39, -1.90, 7.38)
H (-1.91, -1.14, 7.97)
H (-0.34, -0.35, 8.26)

Here are the Löwdin charges for atoms 1 to 6, given in e: atom 1 (C): -0.11, atom 2 (C): -0.24, atom 3 (C): -0.23, atom 4 (C): -0.22, atom 5 (C): -0.18, atom 6 (C): -0.19